{"formula": "C27H26ClNO3PSZn", "method": "ωB97M-V with the def2-TZVPD basis set", "e_above_lowest_kcal_mol": 5.8, "energy_ev": -117115.956, "orbital_gap_ev": 8.6, "lumo_ha": -0.094, "charge": 1, "elements": ["Zn", "Cl", "C", "C", "C", "C", "C", "C", "P", "C", "C", "C", "C", "C", "C", "C", "C", "C", "C", "C", "C", "H", "H", "H", "H", "H", "H", "H", "H", "H", "H", "H", "H", "H", "H", "C", "C", "C", "O", "C", "O", "O", "H", "H", "H", "H", "H", "H", "H", "S", "C", "N", "C", "C", "C", "C", "H", "H", "H", "H", "H"], "xyz": [[0.80, -0.60, -0.32], [-0.59, -3.18, -0.06], [-1.48, -2.96, 1.43], [-2.02, -4.09, 2.02], [-2.76, -3.95, 3.18], [-2.97, -2.69, 3.73], [-2.42, -1.58, 3.13], [-1.66, -1.69, 1.96], [-0.99, -0.21, 1.15], [-2.33, 0.53, 0.22], [-3.39, 1.19, 0.84], [-4.43, 1.69, 0.08], [-4.43, 1.52, -1.30], [-3.39, 0.85, -1.92], [-2.34, 0.36, -1.17], [-0.52, 0.91, 2.48], [-0.63, 2.29, 2.32], [-0.16, 3.14, 3.30], [0.45, 2.63, 4.44], [0.58, 1.26, 4.60], [0.10, 0.40, 3.62], [-1.85, -5.06, 1.58], [-3.18, -4.83, 3.65], [-3.56, -2.58, 4.63], [-2.58, -0.60, 3.57], [-3.39, 1.33, 1.91], [-5.25, 2.21, 0.56], [-5.26, 1.90, -1.89], [-3.40, 0.71, -2.99], [-1.53, -0.17, -1.66], [-1.08, 2.69, 1.42], [-0.25, 4.21, 3.17], [0.82, 3.30, 5.20], [1.05, 0.86, 5.48], [0.21, -0.67, 3.76], [3.06, -3.69, -1.71], [2.97, -2.18, -1.58], [4.32, -1.50, -1.74], [2.44, -1.85, -0.26], [1.99, -1.62, -2.64], [2.29, -1.71, -3.80], [0.89, -1.06, -2.21], [3.79, -4.09, -1.01], [3.36, -3.95, -2.72], [2.09, -4.15, -1.50], [5.03, -1.89, -1.01], [4.22, -0.42, -1.59], [4.70, -1.68, -2.74], [3.16, -1.85, 0.39], [1.84, 1.60, -0.32], [1.70, 2.23, -1.92], [1.29, 1.48, -2.96], [1.19, 1.92, -4.23], [1.52, 3.21, -4.54], [1.96, 4.04, -3.49], [2.05, 3.56, -2.21], [1.03, 0.49, -2.77], [0.86, 1.19, -4.95], [1.45, 3.56, -5.55], [2.23, 5.06, -3.70], [2.39, 4.19, -1.40]], "nbo_charge": [1.523, 0.011, 0.009, -0.228, -0.156, -0.224, -0.105, -0.436, 0.779, -0.379, -0.208, -0.142, -0.192, -0.192, -0.192, -0.408, -0.179, -0.199, -0.176, -0.220, -0.140, 0.243, 0.234, 0.233, 0.218, 0.224, 0.221, 0.229, 0.227, 0.221, 0.230, 0.228, 0.229, 0.228, 0.214, -0.625, 0.149, -0.636, -0.823, 0.772, -0.609, -0.947, 0.215, 0.249, 0.223, 0.211, 0.227, 0.256, 0.513, -0.400, 0.112, -0.500, 0.089, -0.272, -0.105, -0.253, 0.465, 0.239, 0.246, 0.237, 0.245]}



{"formula": "C4H6O3Si", "method": "ωB97M-V with the def2-TZVPD basis set", "e_above_lowest_kcal_mol": 77.4, "energy_ev": -18262.650, "orbital_gap_ev": [8.3, 8.3], "lumo_ha": [-0.045, -0.045], "charge": 0, "elements": ["C", "C", "C", "C", "O", "O", "O", "Si", "H", "H", "H", "H", "H", "H"], "xyz": [[-0.74, -1.34, -0.21], [0.43, -0.96, 0.60], [-1.48, -0.34, -0.71], [0.58, 0.34, 0.64], [2.36, 1.08, 2.11], [-0.30, 2.41, -1.32], [-1.78, 2.09, 0.83], [-0.78, 1.35, -0.19], [-0.95, -2.39, -0.36], [1.04, -1.71, 1.08], [-2.35, -0.53, -1.31], [3.06, 0.61, 1.65], [0.41, 2.21, -1.92], [-1.42, 2.66, 1.51]], "nbo_charge": [-0.182, -0.348, -0.628, -0.075, -0.815, -1.079, -1.074, 2.037, 0.217, 0.253, 0.230, 0.429, 0.516, 0.519]}



{"formula": "BH3O3", "method": "ωB97M-V with the def2-TZVPD basis set", "e_above_lowest_kcal_mol": 53.7, "energy_ev": -6869.334, "orbital_gap_ev": 11.4, "lumo_ha": 0.003, "charge": 0, "smiles": "O=BO.O", "elements": ["B", "O", "O", "O", "H", "H", "H"], "xyz": [[0.24, -1.26, -1.51], [-0.18, -1.92, -2.50], [0.62, -0.72, -0.38], [-0.48, 1.42, 1.15], [-0.68, 1.78, 2.00], [0.15, -1.17, 0.33], [0.31, 1.87, 0.90]], "nbo_charge": [1.246, -0.875, -0.898, -0.935, 0.467, 0.526, 0.469]}



{"formula": "C6H13AlBF3LiNNaO13V", "method": "ωB97M-V with the def2-TZVPD basis set", "e_above_lowest_kcal_mol": 140.4, "energy_ev": -80263.493, "orbital_gap_ev": 1.8, "lumo_ha": -0.213, "charge": 0, "elements": ["O", "C", "C", "Al", "H", "H", "H", "H", "H", "H", "Li", "F", "O", "V", "O", "O", "H", "H", "H", "B", "O", "C", "O", "C", "O", "O", "F", "F", "Na", "C", "N", "O", "O", "H", "H", "H", "C", "O", "O", "O", "H"], "xyz": [[-4.81, 4.27, -1.35], [-5.59, 3.22, -1.72], [-5.34, 1.68, -1.13], [-4.62, 0.60, -2.77], [-6.47, 3.33, -2.52], [-6.37, 1.17, -0.79], [-4.56, 1.72, -0.24], [-4.43, 1.60, -4.02], [-3.20, 0.01, -2.38], [-5.68, -0.49, -3.24], [-4.59, 5.08, -3.53], [-4.83, -2.25, -2.42], [-3.13, 6.82, 1.00], [-4.03, 7.63, -0.28], [-4.92, 8.43, -1.55], [-0.87, -1.37, -1.89], [-0.35, -2.13, -1.52], [-0.54, -1.12, -2.80], [-0.87, -0.59, -1.28], [3.61, -1.57, 1.91], [2.33, -0.90, 2.16], [1.48, -1.30, 1.21], [0.32, -0.92, 1.12], [2.14, -2.21, 0.32], [1.64, -2.76, -0.66], [3.41, -2.40, 0.71], [3.97, -2.42, 3.04], [4.66, -0.59, 1.67], [2.77, -0.55, 4.37], [6.44, -5.30, 1.55], [7.09, -4.75, 2.76], [8.33, -4.74, 2.78], [6.35, -4.34, 3.66], [7.21, -5.62, 0.84], [5.82, -6.15, 1.86], [5.83, -4.50, 1.11], [0.39, 2.41, 1.08], [-0.51, 1.92, 0.36], [0.81, 3.57, 0.58], [0.91, 2.01, 2.14], [0.19, 3.50, -0.17]], "nbo_charge": [-0.716, 0.374, -0.962, 1.017, 0.145, 0.268, 0.285, -0.372, -0.392, -0.056, 0.976, -0.515, -0.920, 1.689, -1.050, -0.772, 0.588, 0.564, 0.602, 1.239, -0.719, 0.659, -0.503, 0.680, -0.603, -0.632, -0.560, -0.538, 0.988, -0.485, 0.521, -0.374, -0.373, 0.230, 0.233, 0.247, 0.937, -0.767, -0.701, -0.718, 0.482]}